{
  "formula": "C13H24Br2N3O10P2S2SiV",
  "method": "wB97M-V/def2-TZVPD",
  "species": ["V", "Br", "C", "Br", "H", "H", "N", "C", "C", "P", "O", "O", "O", "P", "O", "O", "O", "H", "H", "H", "H", "H", "H", "H", "H", "O", "S", "O", "O", "O", "C", "C", "C", "C", "N", "C", "S", "N", "H", "H", "H", "H", "H", "C", "Si", "C", "C", "C", "C", "H", "H", "H", "H", "H", "H", "H", "H", "H"],
  "coordinates": [[0.407318, -0.056727, -0.648383], [-1.578193, 4.128847, 1.095164], [-2.064484, 2.268097, 1.433396], [-3.348117, 1.585685, 0.195382], [-2.485938, 2.235904, 2.428471], [-1.160487, 1.674804, 1.362745], [3.801113, -1.921536, 1.190454], [3.548348, -0.660597, 0.386013], [4.853338, 0.075170, 0.143499], [2.429807, 0.375558, 1.482603], [1.658400, -0.836808, 2.130640], [3.257409, 1.170346, 2.411684], [1.474726, 1.114715, 0.537457], [2.891140, -1.334688, -1.233231], [1.841285, -2.425831, -0.670451], [4.054825, -1.994053, -1.868294], [2.074533, -0.240661, -1.889962], [4.450415, -1.735714, 1.954449], [4.155145, -2.662205, 0.579953], [2.884718, -2.184484, 1.598939], [5.317268, 0.354534, 1.092059], [4.628920, 1.001396, -0.386377], [5.527818, -0.517359, -0.476359], [1.015061, -0.664114, 2.937121], [0.935728, -2.279080, -1.081653], [-2.843835, -1.894409, -0.734686], [-1.460632, -1.945548, -0.364721], [-0.544504, -1.616606, -1.597136], [-1.045573, -0.717093, 0.478624], [-0.997534, -3.159109, 0.257301], [-0.428768, -4.711289, 1.895525], [-1.113123, -3.791997, 2.864442], [-2.406419, -4.038314, 3.318700], [-2.923886, -3.092995, 4.188391], [-2.276788, -2.004767, 4.563752], [-1.030310, -1.833296, 4.064844], [-0.167568, -0.390438, 4.440865], [-0.433024, -2.726160, 3.244262], [-0.838606, -5.722563, 1.937608], [0.639731, -4.737108, 2.110108], [-0.558411, -4.321193, 0.883105], [-2.971729, -4.906254, 3.007822], [-3.926215, -3.216373, 4.596789], [-0.459521, 5.211681, -3.488781], [-1.564568, 3.688951, -3.420151], [-1.819808, 3.085045, -5.186344], [-3.229407, 4.200853, -2.720881], [-0.808484, 2.381112, -2.428905], [-0.350197, 1.463212, -1.768150], [-0.907091, 5.990200, -4.113266], [0.519488, 4.959511, -3.900268], [-0.306529, 5.620756, -2.488533], [-2.339174, 3.828061, -5.797565], [-2.406054, 2.164534, -5.186500], [-0.858881, 2.860742, -5.653727], [-3.692085, 4.977956, -3.335992], [-3.116303, 4.576890, -1.702515], [-3.904274, 3.344787, -2.669312]],
  "atomic_forces_ev_per_a": [[-0.13, 1.37, -0.33], [-0.06, -0.18, 0.02], [0.14, 0.15, 0.03], [-0.23, 0.07, 0.03], [0.03, -0.05, 0.00], [-0.01, 0.04, -0.01], [0.06, -0.11, 0.03], [-0.17, 0.01, -0.09], [0.10, -0.02, -0.03], [-0.17, 0.04, 0.23], [0.16, -0.07, -0.17], [0.19, -0.01, -0.13], [-0.13, -0.22, -0.05], [0.34, -0.20, 0.37], [-0.06, 0.49, -0.19], [-0.02, 0.03, -0.08], [-0.38, -0.35, 0.25], [-0.04, -0.01, 0.00], [0.08, 0.04, 0.03], [-0.01, 0.03, 0.01], [-0.02, 0.01, 0.00], [0.01, 0.00, -0.01], [0.01, 0.00, 0.02], [-0.08, -0.03, 0.18], [0.16, -0.71, -0.02], [0.05, -0.15, 0.14], [0.09, 1.78, -1.27], [-0.11, -0.51, 0.59], [0.15, -0.60, -0.03], [-1.13, 2.58, -2.20], [0.44, -1.43, 1.19], [0.23, -0.60, -0.39], [-0.12, 0.20, 0.17], [-0.05, -0.24, -0.19], [0.11, 0.17, 0.18], [-0.24, -0.13, -0.25], [0.14, 0.21, 0.08], [0.09, 0.19, 0.24], [0.00, -0.16, 0.25], [0.09, -0.07, 0.14], [0.57, -1.55, 1.27], [0.01, 0.00, -0.02], [0.00, 0.00, 0.02], [-0.04, -0.03, 0.01], [-0.04, 0.06, -0.04], [0.03, -0.02, 0.06], [0.05, -0.04, 0.02], [-0.01, 0.07, -0.06], [-0.07, -0.07, 0.00], [0.00, 0.01, -0.01], [0.01, -0.01, 0.00], [0.00, -0.02, 0.02], [0.00, 0.02, 0.00], [-0.02, -0.01, 0.00], [0.01, 0.00, -0.01], [0.00, 0.01, -0.01], [0.01, 0.01, 0.01], [-0.01, -0.01, -0.02]],
  "charge": -2,
  "homo_lumo_gap_ev": 6.36,
  "relative_energy_kcal_mol": 44.7,
  "multiplicity": 3
}



{
  "formula": "C21H29Br4CuNO2PSi",
  "method": "wB97M-V/def2-TZVPD",
  "species": ["Cu", "Br", "C", "C", "Br", "C", "Br", "C", "O", "C", "O", "C", "Br", "C", "C", "P", "C", "C", "C", "C", "H", "H", "H", "H", "H", "H", "H", "H", "H", "H", "H", "H", "H", "H", "H", "C", "Si", "C", "C", "N", "C", "C", "C", "C", "C", "C", "H", "H", "H", "H", "H", "H", "H", "H", "H", "H", "H", "H", "H", "H"],
  "coordinates": [[0.072372, -0.154474, -1.088408], [-1.150085, -6.897909, -1.631651], [-0.273586, -5.218105, -1.606542], [1.109985, -5.141116, -1.534281], [2.149066, -6.723386, -1.446457], [1.728660, -3.885221, -1.507279], [3.616002, -3.723689, -1.363249], [1.013521, -2.685183, -1.543327], [1.561384, -1.514679, -1.448775], [-0.426051, -2.769788, -1.622233], [-1.111332, -1.659082, -1.616476], [-1.017417, -4.032971, -1.648240], [-2.915862, -4.057796, -1.720344], [-1.020637, 1.702044, 2.362599], [-0.042340, 0.546048, 2.579170], [-0.107625, -0.671795, 1.197459], [-1.701179, -1.545680, 1.496293], [-1.803720, -2.430549, 2.733596], [1.199502, -1.911564, 1.629827], [1.669038, -1.984266, 3.080907], [-0.879108, 2.470696, 3.124580], [-2.056882, 1.366247, 2.419199], [-0.868665, 2.156667, 1.381368], [-0.228707, 0.040396, 3.527691], [0.980299, 0.928713, 2.595636], [-1.899302, -2.125383, 0.593242], [-2.459972, -0.757393, 1.522518], [-1.090521, -3.254632, 2.691344], [-2.803638, -2.862879, 2.790278], [-1.630371, -1.871122, 3.656107], [2.042777, -1.689097, 0.973838], [0.812447, -2.880480, 1.304812], [2.152758, -1.055130, 3.383765], [2.401091, -2.786537, 3.182235], [0.847374, -2.188466, 3.769107], [2.639748, 1.810112, 0.059015], [1.675078, 2.381062, -1.470202], [2.470436, 1.656498, -3.020371], [1.937468, 4.260016, -1.576538], [0.075372, 1.753007, -1.362783], [-1.144628, 2.376454, -1.214189], [-1.302245, 3.772828, -1.081281], [-2.548479, 4.352343, -0.912066], [-3.700395, 3.582117, -0.855172], [-3.577229, 2.203905, -0.986002], [-2.340507, 1.616534, -1.169305], [3.692469, 2.099938, 0.004445], [2.591360, 0.719468, 0.137557], [2.220392, 2.241947, 0.971696], [3.538704, 1.883395, -3.076797], [1.990760, 2.051730, -3.918790], [2.352924, 0.569389, -3.022393], [3.003100, 4.462953, -1.710638], [1.610415, 4.783370, -0.675526], [1.408926, 4.679969, -2.435649], [-0.430245, 4.410012, -1.105365], [-2.618908, 5.430901, -0.819652], [-4.668882, 4.046992, -0.718841], [-4.463810, 1.580624, -0.956788], [-2.281081, 0.542017, -1.302653]],
  "atomic_forces_ev_per_a": [[-0.32, 0.07, 0.13], [0.00, 0.06, -0.01], [0.21, -0.07, 0.00], [-0.21, -0.07, -0.01], [0.02, 0.05, -0.02], [0.20, 0.01, 0.02], [-0.08, 0.06, 0.01], [0.00, -0.12, 0.00], [-0.02, 0.07, -0.10], [-0.02, -0.25, -0.02], [0.31, 0.14, 0.10], [-0.16, 0.16, 0.02], [0.06, 0.02, 0.02], [0.09, -0.02, 0.00], [-0.01, 0.16, -0.43], [-0.15, -0.36, 0.48], [0.06, 0.11, -0.09], [0.05, 0.10, 0.01], [-0.03, 0.18, -0.12], [-0.13, 0.03, -0.07], [-0.02, 0.00, 0.00], [-0.01, 0.02, -0.04], [-0.05, 0.01, 0.07], [0.05, -0.05, 0.01], [0.03, -0.01, 0.07], [0.00, 0.04, -0.03], [-0.03, -0.03, -0.06], [-0.01, 0.00, 0.02], [0.00, -0.03, 0.02], [0.00, -0.03, 0.00], [-0.01, -0.07, -0.06], [0.02, 0.00, -0.10], [-0.02, -0.01, 0.06], [0.01, 0.00, 0.02], [0.05, 0.02, 0.03], [-0.09, -0.02, -0.23], [0.42, -0.03, -0.06], [-0.04, 0.00, 0.27], [-0.20, -0.19, -0.01], [-0.03, 0.10, 0.07], [-0.21, 0.05, 0.06], [0.08, -0.07, 0.00], [-0.03, 0.02, 0.00], [-0.07, 0.05, 0.03], [-0.03, 0.09, 0.01], [0.25, -0.02, -0.06], [0.00, -0.02, -0.02], [0.05, 0.00, 0.00], [-0.05, 0.02, -0.02], [-0.01, 0.00, 0.02], [-0.04, 0.01, 0.01], [0.03, 0.00, 0.00], [0.02, -0.08, 0.00], [0.02, 0.01, -0.02], [0.01, 0.05, 0.03], [-0.05, -0.03, -0.01], [0.02, -0.01, 0.01], [0.00, -0.03, 0.00], [0.03, -0.04, -0.01], [-0.01, -0.06, -0.01]],
  "charge": -1,
  "homo_lumo_gap_ev": [6.77, 5.82],
  "multiplicity": 2
}



{
  "formula": "C21H24N2O5S",
  "method": "wB97M-V/def2-TZVPD",
  "species": ["C", "C", "C", "C", "C", "C", "C", "H", "H", "C", "H", "H", "C", "N", "C", "O", "C", "C", "H", "H", "S", "O", "O", "C", "C", "C", "C", "C", "C", "C", "H", "H", "H", "H", "N", "C", "O", "C", "H", "O", "H", "H", "H", "H", "H", "H", "H", "H", "H", "H", "H", "H", "H"],
  "coordinates": [[0.816627, -3.125165, 0.880156], [-0.585218, -2.765323, 0.485611], [-1.527509, -2.431001, 1.447181], [-2.794483, -2.016055, 1.080876], [-3.155672, -1.933408, -0.256357], [-2.228652, -2.317106, -1.216755], [-0.961004, -2.723579, -0.850394], [-0.245153, -2.993382, -1.613892], [-2.494633, -2.275087, -2.262686], [-4.488639, -1.368055, -0.668370], [-4.966717, -2.019754, -1.402839], [-5.145952, -1.286079, 0.199412], [-4.306163, 0.012681, -1.299828], [-3.685510, 0.925052, -0.355643], [-3.384375, 2.180416, -0.731203], [-3.799497, 2.703271, -1.745417], [-2.480892, 2.937234, 0.250701], [-1.029300, 2.768365, -0.171635], [-0.350394, 3.329591, 0.464536], [-0.882032, 3.029577, -1.215791], [-0.593677, 0.995967, -0.025460], [-1.218307, 0.500649, 1.180176], [-0.936935, 0.348594, -1.257695], [1.196720, 0.895813, 0.158935], [1.873181, 0.351461, -0.918677], [3.247973, 0.192770, -0.871755], [3.932466, 0.576557, 0.289728], [3.237468, 1.122715, 1.357600], [1.857255, 1.295595, 1.314759], [1.136230, 1.883369, 2.485607], [0.134689, 1.469191, 2.553023], [1.675157, 1.673114, 3.406127], [1.062275, 2.966620, 2.384624], [3.782234, 1.403497, 2.247213], [5.304446, 0.351598, 0.352884], [6.049046, -0.044775, -0.713181], [7.228372, -0.286602, -0.630143], [5.278398, -0.084290, -2.027522], [5.710113, -0.850998, -2.674098], [3.899464, -0.377966, -1.920107], [5.417654, 0.896317, -2.512326], [5.777950, 0.468690, 1.239627], [1.312838, 0.031352, -1.781155], [-2.611066, 2.552891, 1.262614], [-2.751981, 3.994300, 0.219182], [-3.130691, 0.489033, 0.370230], [-3.672392, -0.063904, -2.190769], [-5.267747, 0.438381, -1.602156], [-3.504876, -1.737315, 1.847213], [-1.259972, -2.468562, 2.493462], [0.828903, -3.668470, 1.822928], [1.293937, -3.733078, 0.114930], [1.406039, -2.214720, 1.006544]],
  "atomic_forces_ev_per_a": [[-0.04, 0.06, -0.01], [-0.01, -0.11, 0.09], [0.05, -0.09, -0.06], [-0.05, -0.10, -0.07], [-0.15, -0.17, 0.08], [-0.03, -0.07, 0.08], [-0.06, -0.03, 0.00], [0.09, -0.05, -0.08], [-0.03, 0.03, -0.15], [0.12, 0.20, -0.10], [-0.05, 0.03, 0.04], [-0.05, -0.05, -0.02], [-0.25, 0.12, -0.13], [-0.27, -0.53, 0.04], [-0.11, 0.40, 0.62], [0.01, 0.11, -0.34], [-0.18, -0.18, -0.18], [0.25, -0.66, 0.13], [0.10, 0.04, 0.05], [0.11, 0.03, -0.09], [0.49, 0.35, 0.05], [0.17, 0.24, 0.25], [0.20, 0.16, -0.47], [-0.57, 0.12, -0.10], [0.32, -0.10, -0.21], [-0.27, 0.32, 0.39], [-0.26, -0.11, -0.37], [-0.21, -0.04, -0.20], [0.14, -0.03, 0.10], [-0.02, 0.05, 0.14], [0.04, 0.09, 0.19], [0.01, 0.02, 0.08], [-0.02, 0.10, 0.04], [0.05, 0.04, 0.13], [-0.09, 0.08, 0.48], [-0.08, -0.13, -0.20], [0.14, -0.01, -0.16], [0.41, 0.14, -0.31], [0.01, 0.15, 0.19], [-0.18, -0.22, 0.17], [-0.01, -0.15, 0.08], [0.04, -0.06, -0.18], [0.01, -0.05, -0.20], [-0.02, 0.11, 0.01], [0.04, -0.12, -0.04], [-0.05, 0.19, 0.03], [-0.09, 0.01, 0.01], [0.12, -0.11, -0.06], [-0.10, 0.04, 0.06], [0.05, 0.00, 0.12], [0.07, -0.04, 0.05], [0.08, -0.05, -0.01], [0.13, 0.02, 0.03]],
  "smiles": "Cc1ccc(CCNC(=O)CCS(=O)(=O)c2cc3c(cc2C)NC(=O)CO3)cc1",
  "homo_lumo_gap_ev": 8.91,
  "relative_energy_kcal_mol": 23.1
}



no.,maximum force (eV/A),E_tot (eV)
1,3.58,-252724.083
2,0.62,-369813.300
3,0.75,-46220.353